(1)
Entry from the Open Molecules 2025 dataset: a cluster of 2 separate species, C13H25BrN2O3 in total in a non-equilibrium geometry (ωB97M-V/def2-TZVPD).

Geometry (Å):
C  0.18  0.51  -3.18
C  -0.50  0.91  -1.86
C  -1.04  -0.29  -1.04
C  -2.21  -0.96  -1.79
C  -1.47  0.11  0.40
N  -0.41  0.83  1.12
C  -0.38  2.15  1.30
C  0.79  2.70  2.09
O  -1.25  2.91  0.88
C  -1.86  -1.14  1.21
O  -0.98  -1.93  1.56
N  -3.13  -1.39  1.53
C  -4.30  -0.56  1.25
H  -0.55  0.10  -3.88
H  0.63  1.39  -3.63
H  0.96  -0.23  -2.99
H  0.26  1.44  -1.29
H  -1.31  1.61  -2.07
H  -0.25  -1.03  -0.96
H  -1.89  -1.32  -2.76
H  -3.02  -0.24  -1.93
H  -2.59  -1.82  -1.24
H  -2.34  0.76  0.31
H  0.33  0.29  1.53
H  1.69  2.61  1.48
H  0.60  3.75  2.32
H  0.90  2.13  3.01
H  -3.28  -2.25  2.05
H  -5.20  -1.04  1.65
H  -4.19  0.42  1.72
H  -4.43  -0.43  0.17
C  4.71  0.22  -1.02
C  3.70  -0.67  -0.79
Br  3.60  -2.27  -1.84
C  2.65  -0.39  0.25
C  2.60  -1.47  1.32
O  1.53  -1.19  2.23
H  4.80  1.15  -0.46
H  5.46  0.02  -1.78
H  2.83  0.58  0.73
H  1.68  -0.33  -0.26
H  2.45  -2.46  0.87
H  3.55  -1.49  1.86
H  0.70  -1.64  1.95

Properties
* SMILES: CC[C@H](C)[C@H](NC(C)=O)C(=O)NC.C=C(Br)CCO
* HOMO-LUMO gap: 9.905 eV
* E_HOMO: -0.34094 Eh
* E_tot: -3419.61720 Eh

---

(2)
Entry from the Open Molecules 2025 dataset: a cluster of 12 separate species, C69H163N11O12 in total in a non-equilibrium geometry (ωB97M-V/def2-TZVPD).

Geometry (Å):
C  0.14  -5.13  6.08
C  1.44  -5.47  5.43
C  1.98  -4.31  4.62
O  1.15  -4.01  3.49
C  1.73  -3.14  2.55
N  2.33  -5.69  6.55
H  -0.56  -4.99  5.25
H  0.21  -4.26  6.73
H  -0.19  -5.93  6.74
H  1.22  -6.31  4.77
H  2.99  -4.58  4.31
H  2.05  -3.43  5.26
H  1.92  -2.15  2.97
H  0.94  -2.97  1.82
H  2.59  -3.41  1.94
H  2.49  -4.88  7.13
H  1.95  -6.41  7.14
C  -6.26  -1.02  -1.76
C  -5.90  0.46  -1.69
C  -5.05  0.74  -0.42
O  -4.85  2.15  -0.30
C  -3.72  2.44  0.58
N  -5.00  0.69  -2.81
H  -6.69  -1.27  -2.73
H  -6.95  -1.28  -0.96
H  -5.36  -1.63  -1.61
H  -6.85  0.98  -1.84
H  -4.10  0.22  -0.41
H  -5.62  0.49  0.47
H  -4.06  2.49  1.61
H  -3.53  3.45  0.24
H  -2.83  1.84  0.41
H  -5.59  0.90  -3.60
H  -4.43  1.52  -2.71
C  0.54  2.54  -1.24
C  0.69  1.00  -1.38
C  0.70  0.08  -0.12
O  -0.59  0.29  0.46
C  -0.74  -0.30  1.73
N  -0.34  0.55  -2.25
H  0.10  3.09  -2.08
H  1.50  2.94  -0.91
H  -0.12  2.74  -0.40
H  1.64  0.83  -1.87
H  1.46  0.53  0.53
H  0.78  -0.96  -0.43
H  -0.77  -1.38  1.90
H  -1.73  0.01  2.08
H  0.00  0.14  2.39
H  -1.17  0.78  -1.72
H  -0.29  -0.43  -2.49
C  4.34  -0.22  0.28
C  5.27  -1.11  1.09
C  6.57  -0.28  1.36
O  7.25  -0.29  0.10
C  8.19  0.73  -0.06
N  4.75  -1.53  2.40
H  3.42  -0.77  0.12
H  4.89  0.08  -0.61
H  4.16  0.65  0.91
H  5.36  -1.95  0.41
H  7.27  -0.88  1.94
H  6.25  0.65  1.83
H  8.79  0.54  -0.95
H  8.97  0.82  0.70
H  7.79  1.73  -0.23
H  5.31  -2.04  3.07
H  4.18  -2.26  1.99
C  4.36  0.50  -3.54
C  5.63  1.38  -3.79
C  6.19  2.10  -2.55
O  5.31  3.08  -2.28
C  4.92  3.16  -0.90
N  6.61  0.63  -4.52
H  3.67  0.22  -4.34
H  3.76  1.03  -2.80
H  4.66  -0.48  -3.17
H  5.14  2.05  -4.49
H  7.19  2.48  -2.74
H  6.27  1.33  -1.78
H  5.71  2.72  -0.29
H  3.99  2.62  -0.71
H  4.72  4.17  -0.57
H  6.22  0.14  -5.32
H  7.34  1.21  -4.92
C  -3.27  -2.84  -3.88
C  -2.30  -1.85  -4.58
C  -1.70  -2.48  -5.90
O  -2.65  -2.95  -6.87
C  -2.14  -3.03  -8.15
N  -3.05  -0.62  -4.81
H  -3.73  -2.29  -3.06
H  -2.99  -3.82  -3.49
H  -4.02  -3.04  -4.64
H  -1.53  -1.49  -3.89
H  -0.97  -3.25  -5.64
H  -1.20  -1.63  -6.35
H  -1.73  -2.09  -8.51
H  -2.93  -3.47  -8.75
H  -1.27  -3.69  -8.16
H  -3.57  -0.40  -3.97
H  -3.66  -0.94  -5.55
O  -1.95  2.16  -4.71
H  -1.28  1.85  -4.09
H  -2.55  1.42  -4.79
C  1.26  4.42  -4.57
C  1.58  5.06  -5.98
C  0.49  4.48  -6.89
C  0.38  5.27  -8.23
C  0.23  6.75  -8.05
C  1.28  7.39  -7.14
N  1.54  6.57  -5.94
O  2.43  7.15  -5.12
C  2.59  7.54  -7.92
C  0.73  8.70  -6.62
C  2.92  4.46  -6.40
H  1.32  3.34  -4.54
H  0.23  4.65  -4.29
H  1.88  4.94  -3.84
H  0.65  3.41  -6.99
H  -0.38  4.69  -6.27
H  -0.44  4.91  -8.86
H  1.29  5.07  -8.80
H  -0.71  7.09  -7.62
H  0.24  7.20  -9.04
H  2.39  8.37  -8.59
H  3.38  8.08  -7.39
H  2.98  6.61  -8.33
H  1.50  9.41  -6.29
H  0.24  9.35  -7.34
H  -0.05  8.50  -5.88
H  3.09  3.41  -6.15
H  3.79  4.87  -5.89
H  2.97  4.55  -7.48
H  1.92  7.37  -4.34
C  0.67  2.84  4.62
C  2.02  3.18  4.00
C  1.89  3.39  2.33
C  1.29  4.78  2.02
C  2.05  5.93  2.72
C  2.32  5.77  4.27
N  2.70  4.33  4.62
O  2.87  4.26  5.93
C  3.41  6.73  4.71
C  0.95  6.15  4.99
C  3.04  1.93  4.11
H  -0.12  3.40  4.10
H  0.59  2.94  5.70
H  0.52  1.78  4.44
H  2.91  3.34  1.95
H  1.19  2.65  1.93
H  0.22  4.75  2.20
H  1.34  5.04  0.96
H  1.41  6.79  2.53
H  2.94  6.07  2.11
H  3.10  7.71  4.35
H  3.49  6.76  5.80
H  4.34  6.22  4.46
H  0.36  6.75  4.30
H  0.30  5.30  5.21
H  1.29  6.76  5.82
H  3.97  2.02  3.56
H  2.67  0.98  3.72
H  3.32  1.76  5.14
H  3.75  3.87  5.98
C  3.07  -4.85  -2.14
C  1.81  -5.67  -1.57
C  0.58  -4.82  -1.35
C  -0.11  -4.28  -2.64
C  -0.56  -5.62  -3.39
C  0.52  -6.64  -3.68
N  1.26  -6.83  -2.40
O  2.19  -7.94  -2.61
C  -0.14  -7.94  -4.13
C  1.43  -6.13  -4.73
C  1.97  -6.29  -0.16
H  2.93  -3.96  -2.75
H  3.62  -5.62  -2.67
H  3.71  -4.69  -1.27
H  -0.15  -5.18  -0.62
H  0.86  -3.88  -0.86
H  0.57  -3.67  -3.23
H  -0.93  -3.63  -2.35
H  -1.03  -5.15  -4.25
H  -1.30  -6.07  -2.74
H  0.62  -8.60  -4.56
H  -0.74  -8.49  -3.40
H  -0.83  -7.69  -4.93
H  0.89  -5.99  -5.67
H  2.04  -5.24  -4.58
H  2.20  -6.84  -5.04
H  2.65  -7.13  -0.29
H  1.10  -6.59  0.41
H  2.51  -5.60  0.48
H  1.64  -8.68  -2.34
C  -4.35  5.11  6.32
C  -3.62  3.70  6.23
C  -4.04  2.84  7.45
C  -3.68  1.31  7.47
C  -4.29  0.69  6.29
C  -4.03  1.36  4.96
N  -4.09  2.88  5.07
O  -3.91  3.52  3.88
C  -2.56  0.98  4.50
C  -5.09  0.74  3.98
C  -2.12  3.93  6.24
H  -3.93  5.74  5.53
H  -4.29  5.64  7.27
H  -5.42  5.02  6.14
H  -3.68  3.29  8.37
H  -5.12  2.74  7.34
H  -3.95  0.91  8.45
H  -2.59  1.26  7.40
H  -5.35  0.65  6.54
H  -3.91  -0.31  6.11
H  -1.81  1.39  5.17
H  -2.45  -0.10  4.55
H  -2.25  1.49  3.59
H  -5.34  1.40  3.16
H  -4.79  -0.19  3.50
H  -6.07  0.56  4.42
H  -1.46  3.12  6.54
H  -1.94  4.76  6.92
H  -1.85  4.37  5.29
H  -4.80  3.47  3.53
C  -4.40  -6.94  4.16
C  -3.62  -5.75  3.60
C  -2.38  -6.28  2.94
C  -1.61  -5.23  2.02
C  -2.60  -4.75  0.93
C  -3.97  -4.16  1.43
N  -4.51  -5.06  2.57
O  -5.80  -4.72  2.94
C  -3.79  -2.68  1.95
C  -4.85  -4.05  0.11
C  -3.22  -4.71  4.67
H  -5.01  -7.38  3.36
H  -5.16  -6.66  4.89
H  -3.67  -7.66  4.54
H  -1.62  -6.51  3.69
H  -2.64  -7.21  2.43
H  -0.75  -5.77  1.61
H  -1.15  -4.53  2.72
H  -2.64  -5.34  0.02
H  -2.12  -3.88  0.48
H  -3.08  -2.07  1.40
H  -4.67  -2.07  2.20
H  -3.16  -2.77  2.83
H  -4.34  -3.76  -0.81
H  -5.18  -5.06  -0.14
H  -5.66  -3.33  0.22
H  -3.04  -4.96  5.72
H  -3.96  -3.91  4.66
H  -2.42  -4.02  4.41
H  -6.37  -5.41  2.58

Properties
* ⟨S²⟩: 0.754
* HOMO-LUMO gap (alpha / beta): 6.337 / 2.295 eV
* E_HOMO (alpha / beta): -0.32247 / -0.32247 Eh
* E_tot: -4231.07330 Eh
* spin multiplicity: 2
* total charge: +1

---

What did the first record say?
Entry from the Open Molecules 2025 dataset: a cluster of 2 separate species, C13H25BrN2O3 in total in a non-equilibrium geometry (ωB97M-V/def2-TZVPD).

Geometry (Å):
C  0.18  0.51  -3.18
C  -0.50  0.91  -1.86
C  -1.04  -0.29  -1.04
C  -2.21  -0.96  -1.79
C  -1.47  0.11  0.40
N  -0.41  0.83  1.12
C  -0.38  2.15  1.30
C  0.79  2.70  2.09
O  -1.25  2.91  0.88
C  -1.86  -1.14  1.21
O  -0.98  -1.93  1.56
N  -3.13  -1.39  1.53
C  -4.30  -0.56  1.25
H  -0.55  0.10  -3.88
H  0.63  1.39  -3.63
H  0.96  -0.23  -2.99
H  0.26  1.44  -1.29
H  -1.31  1.61  -2.07
H  -0.25  -1.03  -0.96
H  -1.89  -1.32  -2.76
H  -3.02  -0.24  -1.93
H  -2.59  -1.82  -1.24
H  -2.34  0.76  0.31
H  0.33  0.29  1.53
H  1.69  2.61  1.48
H  0.60  3.75  2.32
H  0.90  2.13  3.01
H  -3.28  -2.25  2.05
H  -5.20  -1.04  1.65
H  -4.19  0.42  1.72
H  -4.43  -0.43  0.17
C  4.71  0.22  -1.02
C  3.70  -0.67  -0.79
Br  3.60  -2.27  -1.84
C  2.65  -0.39  0.25
C  2.60  -1.47  1.32
O  1.53  -1.19  2.23
H  4.80  1.15  -0.46
H  5.46  0.02  -1.78
H  2.83  0.58  0.73
H  1.68  -0.33  -0.26
H  2.45  -2.46  0.87
H  3.55  -1.49  1.86
H  0.70  -1.64  1.95

Properties
* SMILES: CC[C@H](C)[C@H](NC(C)=O)C(=O)NC.C=C(Br)CCO
* HOMO-LUMO gap: 9.905 eV
* E_HOMO: -0.34094 Eh
* E_tot: -3419.61720 Eh